# 1
CH3ClOS | the ωB97M-V functional and the def2-TZVPD basis

2S+1 = 1
Maximum force = 1.682 eV/Å
Energy relative to the best compared isomer or geometry (same formula, charge and spin) = 213.3 kJ/mol

Each line ends with the natural charge from an NBO analysis.
CARTESIAN COORDINATES (ANGSTROEM)
O (1.798, -0.275, -1.751)  -0.80
H (-0.655, 0.038, 1.304)  0.19
H (-2.193, 0.181, 0.258)  0.17
S (1.196, 0.760, -0.960)  1.04
Cl (2.287, 0.875, 0.757)  -0.24
C (-1.260, -0.333, 0.477)  -0.53
H (-1.174, -1.247, -0.085)  0.18

***

# 2
C6H7N | the ωB97M-V functional and the def2-TZVPD basis

2S+1 = 1
Maximum force = 2.322 eV/Å
Structure (SMILES) = Nc1ccccc1
Energy relative to the best compared isomer or geometry (same formula, charge and spin) = 0.0 kJ/mol

Each line ends with the natural charge from an NBO analysis.
CARTESIAN COORDINATES (ANGSTROEM)
H (-2.051, -1.222, 1.639)  0.37
C (1.511, 0.269, -1.094)  -0.26
H (1.743, -1.860, -0.990)  0.21
C (0.789, 1.333, -0.674)  -0.19
H (-0.991, 2.052, 0.327)  0.21
H (-2.223, 0.421, 1.905)  0.38
C (0.009, -1.220, 0.112)  -0.28
H (-0.239, -2.235, 0.438)  0.21
N (-1.985, -0.317, 1.223)  -0.81
C (1.146, -1.013, -0.691)  -0.18
H (1.064, 2.343, -1.022)  0.21
C (-0.383, 1.177, 0.074)  -0.27
H (2.402, 0.393, -1.715)  0.21
C (-0.793, -0.121, 0.467)  0.18

***

# 3
C5H8 | the ωB97M-V functional and the def2-TZVPD basis

2S+1 = 1
Maximum force = 3.498 eV/Å
Structure (SMILES) = C1=CCCC1
Energy relative to the best compared isomer or geometry (same formula, charge and spin) = 193.0 kJ/mol

Each line ends with the natural charge from an NBO analysis.
CARTESIAN COORDINATES (ANGSTROEM)
C (1.343, -0.360, -0.166)  -0.21
C (0.456, -1.314, -0.078)  -0.20
H (1.196, 1.997, -0.291)  0.22
H (-0.851, 0.886, -1.537)  0.21
C (-0.811, 0.729, -0.295)  -0.40
H (0.655, 1.229, 1.404)  0.21
H (-1.949, -1.269, -0.516)  0.23
H (2.464, -0.393, -0.346)  0.22
H (-1.273, -0.827, 1.288)  0.21
H (0.736, -2.346, -0.013)  0.21
C (0.693, 0.999, 0.182)  -0.45
H (-1.660, 1.453, 0.250)  0.22
C (-1.000, -0.784, 0.119)  -0.46

***

# 4
C12H21Cl10N3O4 | the ωB97M-V functional and the def2-TZVPD basis

2S+1 = 1
Maximum force = 3.328 eV/Å
Structure (SMILES) = C[N+](=O)[O-].C[N+](=O)[O-].c1ccncc1.ClCCl.ClCCl.ClCCl.ClCCl.ClCCl
Energy relative to the best compared isomer or geometry (same formula, charge and spin) = 0.0 kJ/mol

Each line ends with the natural charge from an NBO analysis.
CARTESIAN COORDINATES (ANGSTROEM)
H (2.005, -0.746, 0.744)  0.22
C (2.627, 0.355, 4.309)  0.04
H (-5.038, 0.966, -0.870)  0.23
N (2.912, -2.483, -2.928)  0.55
Cl (-4.802, -0.225, 1.098)  -0.01
Cl (-3.763, 3.609, -0.789)  -0.05
H (2.790, 0.715, 5.321)  0.19
H (2.873, 1.609, 1.355)  0.20
C (-2.472, 4.466, 0.060)  -0.39
O (2.498, -1.402, -2.540)  -0.42
O (-0.644, -1.730, -0.185)  -0.40
C (-1.424, -2.899, -3.500)  -0.41
H (-1.719, 3.748, 0.343)  0.24
N (2.885, 1.217, 3.351)  -0.42
C (-5.001, -0.090, -0.640)  -0.39
H (2.623, -3.241, -1.015)  0.23
C (2.667, 0.838, 2.096)  0.04
Cl (1.309, 4.260, 0.966)  -0.02
H (3.788, -4.166, -2.042)  0.23
Cl (-3.053, 5.259, 1.534)  -0.03
H (-2.465, -1.363, 1.397)  0.25
C (1.799, 5.301, -0.378)  -0.39
Cl (0.129, -3.300, -4.235)  -0.03
H (-1.924, -2.677, 2.520)  0.23
C (1.984, -1.331, 2.784)  -0.19
Cl (0.821, 6.777, -0.481)  -0.03
C (2.848, -3.629, -1.993)  -0.49
H (2.833, 5.574, -0.244)  0.22
O (3.363, -2.673, -3.992)  -0.35
Cl (-0.211, 2.568, -2.021)  -0.02
O (-0.278, -3.506, 0.912)  -0.39
H (1.722, -2.361, 2.542)  0.22
H (-2.052, 5.222, -0.584)  0.22
C (-1.633, -1.893, 1.847)  -0.50
Cl (-0.600, 1.431, 0.688)  -0.05
H (-2.156, -2.752, -4.283)  0.22
H (2.007, -1.611, 4.911)  0.22
H (-5.918, -0.553, -0.970)  0.22
H (2.046, -4.291, -2.308)  0.25
C (-0.260, 1.106, -1.046)  -0.39
C (2.194, -0.419, 1.754)  -0.27
N (-0.797, -2.433, 0.763)  0.56
H (-1.028, -1.148, 2.365)  0.25
Cl (-3.650, -0.814, -1.560)  -0.05
H (-1.302, -1.954, -2.980)  0.22
Cl (-1.984, -4.116, -2.378)  -0.01
C (2.180, -0.931, 4.086)  -0.27
H (1.671, 4.745, -1.294)  0.22
H (0.653, 0.526, -1.121)  0.24
H (-1.054, 0.443, -1.370)  0.23

***

# 5
C4H9NO4 | the ωB97M-V functional and the def2-TZVPD basis

2S+1 = 1
Maximum force = 3.303 eV/Å
Structure (SMILES) = O=CNCCOC=O.O
Energy relative to the best compared isomer or geometry (same formula, charge and spin) = 188.0 kJ/mol

Each line ends with the natural charge from an NBO analysis.
CARTESIAN COORDINATES (ANGSTROEM)
O (-1.006, -0.584, -3.427)  -0.94
H (1.985, -0.813, -1.740)  0.23
C (4.418, 2.607, -0.313)  0.65
O (0.000, 0.000, 0.000)  -0.61
C (3.224, 0.886, -1.333)  -0.10
C (2.671, -0.459, -0.946)  -0.24
H (3.516, -1.172, -0.889)  0.20
H (2.310, 1.490, -1.492)  0.19
H (2.916, -0.347, 1.140)  0.41
O (4.059, 1.302, -0.290)  -0.52
N (2.197, -0.247, 0.419)  -0.63
H (0.853, -0.768, 1.745)  0.11
C (0.899, -0.244, 0.759)  0.54
H (3.762, 0.828, -2.299)  0.18
H (-0.321, -0.179, -4.005)  0.46
H (4.036, 3.041, -1.258)  0.11
H (-0.624, -0.541, -2.521)  0.48
O (5.044, 3.121, 0.608)  -0.54

***

# 6
C8H32N15O10Pd | the ωB97M-V functional and the def2-TZVPD basis

Expectation value of S² = 2.01
E_tot = -2025.70276 Eh
2S+1 = 3
Charge = +1
Maximum force = 4.275 eV/Å

Each line ends with the natural charge from an NBO analysis.
CARTESIAN COORDINATES (ANGSTROEM)
H (1.649, 0.051, 0.559)  0.39
Pd (-1.043, 1.956, 1.623)  1.39
N (-1.503, -3.668, -1.999)  -0.88
H (1.447, 0.303, 5.733)  0.41
H (-3.775, 4.612, -1.866)  0.41
O (0.474, 3.666, 1.316)  -0.75
H (-4.286, -1.178, -0.240)  0.45
H (0.815, -3.354, -1.725)  0.38
N (-1.955, 3.217, -1.844)  -0.82
C (-0.628, -4.686, -2.259)  0.78
C (0.155, -3.449, 2.457)  0.76
N (1.783, 5.344, 0.488)  -0.81
H (1.231, 2.455, -0.617)  0.43
H (-2.444, -4.008, -1.871)  0.38
N (-0.047, -0.577, -3.766)  -0.84
C (3.500, -0.360, -0.206)  0.77
N (1.570, 3.406, -0.666)  -0.85
C (0.159, 0.732, -4.031)  0.76
H (-0.229, -1.234, -4.499)  0.42
H (-1.322, 2.432, -1.896)  0.43
H (0.162, -2.816, 0.542)  0.40
H (0.000, -0.887, -2.806)  0.39
N (2.975, -1.574, -0.554)  -0.87
N (0.858, 0.699, 5.025)  -0.83
H (2.529, 5.356, -0.185)  0.40
O (0.661, 0.881, 2.743)  -0.77
H (0.244, 1.267, -2.048)  0.41
H (-2.879, -1.139, 0.625)  0.48
H (-4.250, -1.596, 1.399)  0.44
H (1.986, -1.729, -0.515)  0.39
H (-3.592, -2.653, 0.359)  0.46
C (-0.665, -0.207, -0.065)  0.97
H (-1.142, -2.021, 1.954)  0.39
N (0.671, -3.388, 1.203)  -0.87
H (1.248, -5.045, -1.742)  0.41
H (-1.226, -2.543, 3.620)  0.41
N (-3.776, -1.660, 0.498)  -0.89
O (-1.035, -5.827, -2.412)  -0.63
H (3.587, -2.206, -1.043)  0.41
N (2.588, 0.395, 0.480)  -0.87
N (0.676, -4.283, -2.072)  -0.85
C (-2.417, 3.766, -0.702)  0.81
H (1.456, -3.962, 0.963)  0.42
N (0.364, 1.577, -3.012)  -0.89
O (-2.195, 3.333, 0.442)  -0.75
O (0.716, -4.088, 3.360)  -0.67
H (0.729, 2.496, -3.178)  0.40
N (-0.934, -2.699, 2.672)  -0.87
O (4.649, -0.011, -0.413)  -0.64
H (2.117, -1.072, 2.702)  0.43
H (2.127, -1.260, 4.479)  0.41
O (0.032, 1.107, -5.207)  -0.67
H (1.702, 5.926, 1.303)  0.43
H (1.896, 3.845, -1.506)  0.41
O (-1.407, -0.236, 0.979)  -0.87
N (1.769, -0.868, 3.627)  -0.79
H (-2.142, 3.642, -2.734)  0.41
H (-3.815, 5.139, -0.160)  0.42
H (2.926, 1.293, 0.782)  0.41
H (-1.243, -2.818, -1.524)  0.40
N (-3.386, 4.687, -0.949)  -0.81
H (0.168, 1.410, 5.172)  0.41
O (-0.260, 0.975, -0.320)  -0.78
C (1.242, 4.115, 0.445)  0.80
O (-0.369, -1.273, -0.663)  -0.82
C (1.101, 0.293, 3.746)  0.80

***

# 7
C15H23CrN3OS6Sb | the ωB97M-V functional and the def2-TZVPD basis

Expectation value of S² = 3.85
2S+1 = 4
Maximum force = 1.050 eV/Å
Energy relative to the best compared isomer or geometry (same formula, charge and spin) = 92.8 kJ/mol

Each line ends with the natural charge from an NBO analysis.
CARTESIAN COORDINATES (ANGSTROEM)
H (2.288, -3.152, -0.581)  0.21
H (2.613, 1.679, 0.649)  0.27
S (0.755, 3.940, -0.902)  -0.60
H (2.992, -4.200, -2.774)  0.20
Cr (0.626, 1.655, -0.891)  0.59
C (-4.627, 1.998, -0.285)  -0.41
S (2.212, 1.442, -2.417)  -0.59
C (-0.306, 1.792, 2.105)  0.40
H (2.113, -1.110, -2.856)  0.27
H (-1.147, -1.976, -2.347)  0.23
C (1.670, -1.844, -2.182)  -0.60
C (-3.869, 2.109, 2.122)  -0.04
C (3.596, -3.432, -2.286)  -0.60
S (-1.717, 1.650, -1.029)  -0.08
H (-4.858, 2.244, 2.521)  0.24
H (-5.601, 2.137, 0.175)  0.22
S (0.552, -0.897, -1.109)  1.29
Sb (2.983, 3.718, -1.835)  1.39
H (-2.484, 2.147, 3.792)  0.24
H (3.364, -1.808, -0.877)  0.23
H (4.075, -2.836, -3.065)  0.21
H (-0.128, -3.891, -1.172)  0.21
C (1.411, 1.841, 3.767)  -0.12
C (-0.941, -1.897, -1.277)  -0.59
H (-2.055, -4.904, 0.037)  0.22
H (-2.836, -3.326, 0.155)  0.20
H (-4.613, 1.066, -0.846)  0.23
C (-2.691, 2.055, 2.747)  -0.07
C (0.068, 1.845, 3.440)  -0.26
C (-0.801, -3.251, -0.596)  -0.42
H (3.416, 1.820, 2.944)  0.25
H (-4.419, 2.819, -0.969)  0.24
H (-2.631, -4.096, -1.421)  0.20
H (-0.342, -3.103, 0.383)  0.23
O (1.000, -1.037, 0.317)  -0.97
C (2.743, -2.555, -1.371)  -0.41
H (-1.731, -1.295, -0.823)  0.23
N (-3.625, 1.965, 0.771)  -0.34
C (2.352, 1.786, 2.760)  -0.22
S (4.456, 3.432, -0.137)  -0.82
H (4.380, -3.931, -1.716)  0.22
H (1.061, -2.536, -2.766)  0.22
N (0.591, 1.702, 1.139)  -0.48
C (-2.159, -3.934, -0.450)  -0.60
C (1.896, 1.706, 1.467)  0.10
H (-0.663, 1.900, 4.227)  0.22
N (-1.699, 1.872, 1.772)  -0.36
H (1.708, 1.895, 4.806)  0.23
S (3.325, 4.971, -3.659)  -0.73
C (-2.303, 1.825, 0.543)  0.28

***

# 8
C6H22IO8 | the ωB97M-V functional and the def2-TZVPD basis

2S+1 = 1
Charge = -1
Maximum force = 5.324 eV/Å
Energy relative to the best compared isomer or geometry (same formula, charge and spin) = 502.4 kJ/mol

Each line ends with the natural charge from an NBO analysis.
CARTESIAN COORDINATES (ANGSTROEM)
H (-3.049, -1.511, 3.855)  0.17
H (-0.777, -0.074, -1.250)  0.42
H (-1.790, -2.609, 4.250)  0.15
H (-0.211, 1.946, -2.768)  0.18
H (-2.971, 2.677, -0.577)  0.45
C (1.471, -1.605, -1.667)  -0.09
O (-2.326, 2.257, -1.146)  -0.97
C (1.125, 2.907, -1.362)  -0.09
O (0.064, 3.235, -0.523)  -0.75
H (1.419, 0.378, -3.614)  0.47
C (-1.110, -1.149, 2.844)  -0.12
H (1.466, -0.156, 0.987)  0.47
H (-0.873, -1.097, 5.655)  0.47
I (-0.703, 0.438, 0.539)  -0.48
H (1.265, 3.734, -2.057)  0.17
H (3.189, -2.461, -2.234)  0.47
H (-0.165, -2.753, -2.318)  0.19
O (-1.673, -0.752, 5.253)  -0.72
O (-0.767, -0.695, -1.982)  -0.79
O (1.937, 0.669, 1.109)  -0.96
H (1.748, -0.929, -2.476)  0.17
H (-0.335, -2.093, -0.650)  0.17
H (-0.156, -0.700, 3.120)  0.16
H (2.087, 2.787, -0.864)  0.14
C (-0.020, -1.886, -1.673)  -0.10
C (-1.996, -1.545, 4.137)  -0.08
H (-0.188, 2.409, -0.102)  0.46
O (-1.000, -2.119, 1.786)  -0.77
H (-1.826, 1.687, -0.562)  0.43
H (1.786, 1.154, 0.298)  0.47
H (1.750, -1.186, -0.700)  0.16
H (0.348, 0.780, -1.691)  0.19
O (1.722, 1.108, -3.070)  -0.76
H (-0.735, -1.498, 1.103)  0.44
H (-1.702, -0.283, 2.546)  0.18
C (0.690, 1.668, -2.222)  -0.13
O (2.307, -2.735, -1.973)  -0.75

***

What is the formula in the fourth record? C12H21Cl10N3O4